1.
C3H5GaO3 | ωB97M-V/def2-TZVPD

The calculation puts the largest force on an atom at 0.0842 Eh/bohr. As for the molar mass: 158.79 g/mol. The relative energy (zero: lowest compared OMol25 entry of this formula, charge and spin) comes out at 4.4769 eV. The charge is +3. The spin multiplicity is 2. As for the gap between HOMO and LUMO (alpha / beta): 0.225 / 0.262 Ha. The energy is -2266.0682 a.u.

Last column: natural (NBO) charge in e.
Atoms and positions in Å:
H: -0.68504 0.12252 1.67673  0.31
C: -1.17182 -0.31841 0.79532  -0.13
C: -0.21203 -1.17036 -0.11271  -0.04
O: 1.06291 -0.55028 0.02012  -0.33
C: 1.25615 0.67523 -0.36472  0.47
O: 2.50433 0.95755 -0.25261  -0.43
H: -1.97485 -0.98627 1.13286  0.32
H: -1.38048 -1.45538 -0.65413  0.64
H: 2.67694 1.90827 -0.30397  0.57
Ga: -0.43233 1.92094 -0.63524  1.97
O: -1.64241 0.51731 -0.20799  -0.78
H: -0.00136 -1.62111 -1.09367  0.43

Cartesian forces, eV/Å:
0.42 -0.37 -0.10
-1.61 -2.27 0.62
1.40 0.55 1.98
-1.65 0.48 -1.51
4.14 0.64 1.07
-2.61 -0.20 -0.28
-0.34 0.48 0.46
1.11 0.75 -0.45
0.97 0.77 -0.25
-1.50 -1.66 0.41
0.55 2.98 -1.17
-0.87 -2.14 -0.78

---

2.
C6H10CdO6 | ωB97M-V/def2-TZVPD

The calculation puts the largest force on an atom at 0.0891 Eh/bohr. As for the molar mass: 290.55 g/mol. The charge is +2. The spin multiplicity is 1. As for the gap between HOMO and LUMO: 0.112 Ha. The energy is -853.0491 a.u.

Last column: natural (NBO) charge in e.
Atoms and positions in Å:
O: -1.39513 0.38762 2.68496  -0.41
C: -1.79815 -0.08400 1.67424  0.96
O: -1.67106 0.37237 0.41756  -0.67
C: -0.62338 1.37684 0.17061  -0.08
C: -0.42039 1.61460 -1.30606  -0.46
C: 0.12789 0.46195 -2.16008  -0.43
C: 1.08420 -0.49769 -1.48569  -0.07
O: 2.22377 0.22419 -1.00013  -0.52
C: 3.15989 -0.48497 -0.39379  0.97
O: 3.14669 -1.68079 -0.22529  -0.62
O: 4.11754 0.33689 0.01552  -0.65
H: 0.27912 1.00853 0.66954  0.25
H: -0.97086 2.28992 0.66508  0.24
H: 0.28183 2.46019 -1.33287  0.29
H: -1.35481 1.98564 -1.75085  0.22
H: 0.61037 0.89332 -3.04762  0.27
H: -0.69411 -0.15723 -2.54492  0.17
H: 1.42461 -1.25540 -2.20293  0.24
H: 0.61558 -1.02116 -0.64090  0.15
H: 4.79126 -0.16751 0.48927  0.52
Cd: -3.23538 -0.80628 -0.40821  1.87
O: -2.92069 -0.84007 1.60773  -0.85
H: -3.31460 -0.92525 2.52120  0.60

Cartesian forces, eV/Å:
0.57 -1.29 -1.34
-0.17 3.70 2.70
0.63 -0.83 -0.69
1.30 1.17 -0.22
-0.03 0.06 0.00
0.13 0.06 -0.01
0.65 -0.27 0.03
-1.32 0.88 -0.59
1.28 -1.36 0.81
-0.46 0.55 -0.21
-0.27 0.37 -0.13
-0.19 -0.01 -0.11
0.01 -0.25 -0.01
-0.16 -0.16 0.00
0.15 0.12 0.06
-0.20 -0.12 0.18
-0.05 -0.03 -0.10
-0.15 0.08 0.23
0.07 -0.07 -0.02
0.05 -0.18 -0.04
-0.78 -0.29 -2.25
-1.25 -1.83 2.41
0.21 -0.29 -0.72

---

3.
C4H7CrLiO2 | ωB97M-V/def2-TZVPD

The calculation puts the largest force on an atom at 0.0435 Eh/bohr. As for the molar mass: 146.04 g/mol. The relative energy (zero: lowest compared OMol25 entry of this formula, charge and spin) comes out at 1.9045 eV. The charge is +2. The spin multiplicity is 5. As for the gap between HOMO and LUMO (alpha / beta): 0.216 / 0.322 Ha. The energy is -1358.3346 a.u.

Last column: natural (NBO) charge in e.
Atoms and positions in Å:
H: -0.37407 -0.72318 -3.47013  -0.50
C: -0.80218 0.86206 -0.00852  0.39
C: -1.01849 -0.11106 1.10175  -0.54
C: 0.39747 0.17018 1.40498  0.09
C: 1.54039 -0.46302 0.68480  -0.20
O: 1.11916 -1.31783 -0.29549  -0.66
O: -0.80326 0.52556 -1.23687  -0.79
Li: -1.38613 0.81538 -3.02560  0.97
Cr: 0.23421 -1.07751 -1.88988  1.53
H: -0.89666 1.93291 0.21814  0.23
H: -1.72298 0.24800 1.85836  0.32
H: -1.23569 -1.12450 0.74756  0.27
H: 0.63475 0.94142 2.14123  0.27
H: 2.10392 -1.01334 1.47404  0.32
H: 2.20956 0.33493 0.29564  0.30

Cartesian forces, eV/Å:
0.37 0.12 0.49
-1.99 0.94 0.40
0.42 -0.28 0.07
0.74 0.20 0.05
-1.20 -0.11 1.21
0.69 0.17 -1.46
1.05 -0.68 -0.24
-0.21 0.27 -0.53
-0.63 -0.33 0.54
0.26 -0.26 -0.08
0.19 0.02 -0.14
0.09 0.21 0.07
0.00 -0.11 -0.18
0.15 0.18 -0.29
0.07 -0.37 0.08

---

4.
C9H12NO3P | ωB97M-V/def2-TZVPD

The calculation puts the largest force on an atom at 0.1058 Eh/bohr. As for the molar mass: 213.17 g/mol. The relative energy (zero: lowest compared OMol25 entry of this formula, charge and spin) comes out at 0.0379 eV. The spin multiplicity is 1. As for the gap between HOMO and LUMO: 0.346 Ha. The energy is -971.9717 a.u. The SMILES is [H]/N=C(/c1ccccc1)P(=O)(OC)OC.

Last column: natural (NBO) charge in e.
Atoms and positions in Å:
C: -3.71939 -0.04643 0.96996  -0.17
C: -3.44463 1.10686 0.13825  -0.21
C: -2.67335 -0.91040 1.35554  -0.21
C: -2.14462 1.26061 -0.30995  -0.16
C: -1.38638 -0.67004 0.90082  -0.18
C: -1.15047 0.36534 0.05942  -0.16
C: 0.21821 0.63729 -0.36279  -0.02
C: 1.45299 -1.93725 -1.80729  -0.23
C: 3.40489 1.30401 0.63242  -0.26
N: 0.62495 1.31562 -1.36551  -0.60
O: 1.33669 -0.71180 1.92777  -1.08
O: 1.44488 -1.93904 -0.33257  -0.81
O: 2.97137 0.06685 0.04777  -0.82
P: 1.44154 -0.53540 0.51694  2.28
H: -4.81753 -0.26775 1.17751  0.22
H: -4.29238 1.68441 -0.06232  0.22
H: -2.91994 -1.74894 1.95344  0.22
H: -1.99807 2.00533 -1.06031  0.23
H: -0.69970 -1.28047 1.35673  0.24
H: 1.10992 -1.01230 -2.12088  0.18
H: 0.64880 -2.56501 -2.21444  0.20
H: 2.37298 -2.10106 -2.10522  0.19
H: 2.72577 2.12962 0.51808  0.18
H: 4.42283 1.33241 0.08429  0.21
H: 3.45990 1.26146 1.66914  0.19
H: 1.61074 1.25609 -1.56679  0.36

Cartesian forces, eV/Å:
-0.37 0.47 -0.81
0.89 -3.39 2.00
-1.84 1.56 -1.12
-1.78 0.08 -0.38
-2.65 -0.01 0.84
0.60 1.89 -0.60
2.32 -1.56 -0.70
-4.65 0.11 2.83
1.85 -0.89 -2.42
-1.61 0.13 0.61
-0.30 -0.27 2.62
-0.43 1.14 0.03
-3.20 -0.85 0.47
3.13 0.31 -4.34
1.73 0.27 0.13
-0.69 1.21 -0.76
0.07 -0.69 0.55
0.70 0.55 -0.14
1.94 -1.21 0.38
-0.22 2.16 -0.76
0.68 -0.66 0.53
4.39 -1.19 -1.65
-0.23 0.54 -1.12
-1.54 1.12 1.39
0.76 -0.69 2.01
0.45 -0.12 0.40